(1)
The ion C6H10N3O with charge +1 in a non-equilibrium geometry. Source: OMol25; level of theory: the ωB97M-V functional and the def2-TZVPD basis.

Net charge   +1
DFT total energy   -473.672995 Eh
Spin multiplicity   3
ΔE to the lowest compared entry with this formula, charge and spin   86.8 kJ/mol
Gap between HOMO and LUMO (alpha / beta)   6.22 / 6.36 eV
Maximum force   0.1638 hartree/bohr

The geometry in XYZ format:
```
20
Properties=species:S:1:pos:R:3:forces:R:3:mulliken_spin:R:1
C -0.703079 -0.723093 -0.826789 -1.2 -1.8 1.7 -0.05
C -1.434218 -1.720870 -0.218807 -1.0 -0.3 -3.0 0.25
C -0.099077 -0.137989 0.274933 4.3 5.1 -5.1 0.19
C 1.368613 1.357359 1.403900 -0.3 -0.8 4.2 0.48
C -2.393059 -2.739642 -0.741178 0.3 1.1 1.1 0.01
C 1.285646 1.368419 -1.015870 3.5 -2.0 -1.1 -0.03
N -0.458261 -0.660312 1.400523 -0.7 -1.5 5.4 0.67
N 0.875397 0.850864 0.293386 -2.2 -2.5 -2.9 0.13
N 2.107361 2.481895 1.396340 0.5 0.8 0.7 0.19
O -1.240667 -1.678087 1.097263 -0.8 -1.4 2.4 0.08
H -0.771834 -0.546814 -1.838510 0.3 0.7 -1.8 0.00
H 1.094757 0.787669 2.372780 0.8 1.5 -1.8 0.03
H -2.136683 -3.742676 -0.609307 1.7 -1.7 -0.4 0.02
H -3.259340 -2.895548 -0.164279 -1.3 1.0 1.7 0.02
H -2.859868 -2.579332 -1.661370 0.3 0.5 -1.9 0.00
H 0.553134 2.020235 -1.325185 -1.9 1.1 -1.3 0.01
H 2.253855 2.005723 -1.044496 -1.5 -1.5 0.7 0.00
H 1.503168 0.442370 -1.735813 -0.8 2.2 1.4 0.00
H 2.173465 2.942657 2.284150 0.2 0.0 0.4 -0.01
H 2.140689 3.167171 0.658330 -0.3 -0.4 -0.3 -0.01
```
Forces are in eV/Å.

***

(2)
A structure of composition C7H6InO6S in a non-equilibrium geometry. Source: OMol25; level of theory: the ωB97M-V functional and the def2-TZVPD basis.

Net charge   +3
DFT total energy   -1308.801654 Eh
ΔE to the lowest compared entry with this formula, charge and spin   105.9 kJ/mol
Gap between HOMO and LUMO   6.59 eV
Maximum force   0.1317 hartree/bohr

The geometry in XYZ format:
```
21
Properties=species:S:1:pos:R:3:forces:R:3:mulliken_charge:R:1
O -0.015329 4.100857 0.124094 0.0 -2.9 -1.0 -0.08
C -0.024844 3.014338 -0.225052 0.0 2.6 1.0 0.13
In 0.018367 -0.657528 -0.127110 -0.2 3.4 1.1 1.29
O -0.021599 0.063725 -3.926259 0.1 0.0 2.9 0.05
C 0.001596 0.007454 -2.795358 -0.1 -0.4 -2.0 0.19
C -0.027554 -2.828916 -0.258570 -0.1 -6.3 2.4 0.45
O -0.034622 -3.908952 0.143811 0.0 5.1 -2.3 0.05
C -2.492808 0.018275 -0.160448 -3.1 -0.5 1.2 0.22
O -3.601494 0.054180 0.110462 3.9 0.1 -1.1 0.04
C 2.461240 0.033904 -0.107904 3.5 -0.5 1.3 0.22
O 3.560282 0.052788 0.210370 -4.1 0.2 -1.4 0.03
C -0.076862 1.423964 4.205388 -0.4 0.5 -0.4 -1.02
S 0.893673 0.353130 3.140354 1.4 0.5 2.0 0.56
C 0.928602 -1.064670 4.238326 0.0 -0.4 -0.4 -0.96
O -0.120780 -0.015851 2.035920 -1.5 -1.4 -3.3 -0.52
H 0.476174 1.589061 5.141292 0.0 -0.2 -0.3 0.47
H -1.052138 0.945941 4.373087 0.3 0.1 0.1 0.38
H -0.204768 2.383692 3.692621 0.0 -0.2 0.1 0.34
H -0.108685 -1.374657 4.426724 0.3 0.1 0.1 0.39
H 1.491243 -1.862458 3.739775 -0.1 0.1 0.2 0.33
H 1.456606 -0.773177 5.159577 -0.2 0.0 -0.3 0.44
```
Forces are in eV/Å.

***

(3)
A cluster of 4 separate species, C47H80BBr2Cl2N3O16P in total in a non-equilibrium geometry. Source: OMol25; level of theory: the ωB97M-V functional and the def2-TZVPD basis.

Net charge   +1
DFT total energy   -9641.049576 Eh
Gap between HOMO and LUMO   5.64 eV
Maximum force   0.0662 hartree/bohr

The geometry in XYZ format:
```
152
Properties=species:S:1:pos:R:3:forces:R:3:mulliken_charge:R:1
C -3.380649 -1.028976 -8.707926 0.1 0.9 0.0 -0.73
C -2.405854 -0.949427 -9.953326 -1.1 -0.8 0.4 -0.32
O -1.287360 -0.053847 -9.737340 0.5 -0.7 0.5 -0.31
C -0.357234 -0.649853 -8.847286 -0.8 -1.2 -0.3 -0.54
N 0.959918 0.023322 -8.908114 0.0 0.5 -0.1 0.40
C 1.231500 1.147218 -8.290281 -0.8 1.2 0.9 -1.51
N 0.165913 1.675245 -7.477122 1.4 -1.6 1.1 1.54
O -0.616204 2.605385 -8.130794 -0.3 1.7 -0.5 -0.36
C -1.892322 2.750562 -7.534008 -2.5 0.2 1.2 0.16
O -2.783560 1.985956 -7.771500 1.2 -0.1 -0.2 -0.44
C -2.235709 3.917127 -6.562014 0.9 2.1 1.1 0.69
C -1.702102 5.281275 -6.728405 -1.0 -0.4 1.8 -0.08
C -2.039625 6.311387 -5.738118 -0.7 -1.2 0.6 -0.61
C -2.896823 6.039884 -4.566159 0.5 -2.4 -1.9 -0.46
C -3.423288 4.682598 -4.422277 1.3 0.2 -1.5 -0.49
C -3.090508 3.655120 -5.405494 0.5 1.1 -0.3 -0.38
C 0.535788 2.011541 -6.093835 -0.1 0.3 2.1 -1.80
C 2.088496 1.931788 -5.767096 0.4 0.0 -1.1 2.48
C 2.416462 2.872293 -4.543660 -1.1 0.1 1.4 -2.21
O 3.450372 2.357644 -3.679673 -0.1 0.9 0.1 -0.06
C 3.644951 3.229878 -2.585173 0.3 2.1 2.7 0.28
C 2.633626 3.379437 -1.520879 1.6 0.9 0.2 -0.24
C 2.844389 4.252407 -0.349823 0.9 -0.1 -0.6 0.49
C 1.715186 4.302471 0.755804 0.5 -0.9 -1.6 -1.11
C 4.072503 5.025085 -0.201660 -0.6 -2.0 -2.6 -1.19
C 5.073922 4.904564 -1.281268 -2.0 -0.8 0.7 -0.74
C 4.879619 4.034742 -2.455495 -0.5 0.3 1.1 0.01
C 6.003652 3.997440 -3.539690 -0.3 0.3 -0.6 2.72
C 6.903561 5.311429 -3.562353 -0.6 -0.4 0.8 -1.59
C 6.896836 2.685266 -3.524519 0.3 0.6 -0.9 -1.06
C 2.502914 0.439710 -5.472386 -0.1 -1.6 0.8 -0.33
Cl 3.546953 -0.550813 -6.594443 -0.8 1.3 0.4 -0.18
C 2.067653 -0.272140 -4.381174 0.0 0.7 -0.7 0.42
C 1.115836 0.281682 -3.292714 0.0 -1.1 1.1 -0.32
Cl 2.566559 -1.994212 -4.158742 -0.6 1.8 0.0 -0.21
C 2.806491 2.549178 -7.070825 -0.4 0.9 0.5 -2.11
Br 2.025197 4.390725 -7.449600 0.0 -0.3 0.5 0.03
B 4.402441 2.854594 -6.839265 2.2 1.1 -0.1 1.61
O 5.403311 1.893879 -6.648421 -1.3 0.5 -1.1 -0.51
O 4.857441 4.188300 -6.862541 -0.4 -2.2 -0.2 -0.59
C 6.273305 4.273305 -7.163141 0.9 0.9 -0.3 -0.44
N 2.460530 1.792630 -8.274327 -2.2 -1.1 -0.4 1.57
P 3.531968 1.750915 -9.636099 2.1 -1.0 -2.3 0.00
O 2.635865 1.195245 -10.968812 0.0 1.4 2.4 -0.49
Br 4.084597 3.846690 -10.380457 -0.8 -0.6 0.5 -0.17
H -3.956110 -1.989027 -8.663257 0.5 0.9 -0.3 0.40
H -4.070490 -0.141117 -8.787533 0.5 -1.1 0.3 0.19
H -2.840521 -0.908323 -7.723688 -0.5 -0.2 -1.1 0.17
H -2.065674 -1.999952 -10.191576 0.1 1.1 0.1 0.28
H -2.987200 -0.571184 -10.836356 0.9 -0.2 0.8 0.33
H -0.203788 -1.714490 -9.191314 0.3 1.0 0.4 0.42
H -0.717027 -0.700622 -7.786576 0.4 0.4 -0.9 0.28
H 1.686447 -0.433837 -9.461305 -0.2 0.3 0.1 0.37
H -1.025785 5.531870 -7.586348 -0.8 -0.3 1.0 0.42
H -1.629883 7.351938 -5.817042 -0.4 -1.2 -0.2 0.35
H -3.148674 6.801197 -3.795703 0.4 -0.6 -0.9 0.39
H -4.056717 4.371260 -3.554648 0.7 0.5 -0.9 0.36
H -3.497933 2.626067 -5.274813 0.4 1.0 -0.1 0.34
H -0.040145 1.304867 -5.425941 0.8 0.7 -0.7 0.07
H 0.209574 3.036917 -5.748757 0.2 -0.9 -1.1 0.44
H 1.470330 2.921753 -3.919598 0.9 0.1 -0.8 0.94
H 2.676426 3.932708 -4.782385 -0.3 -0.9 -0.4 0.51
H 1.649759 2.842582 -1.535345 1.1 0.4 -0.2 0.26
H 0.837022 4.819078 0.289996 0.7 -0.1 0.8 0.29
H 1.389806 3.231559 0.912579 0.3 1.2 0.2 0.20
H 2.067303 4.757865 1.710407 -0.4 -0.3 -0.9 0.36
H 4.204357 5.654597 0.704216 0.1 -0.5 -0.9 0.32
H 6.002384 5.510059 -1.130260 -0.9 -0.8 -0.5 0.13
H 5.471195 4.006636 -4.537453 0.4 -0.1 1.1 -1.05
H 7.465001 5.407997 -2.587975 -0.4 -0.1 -1.1 0.42
H 7.651592 5.251845 -4.394997 -0.8 0.1 0.7 0.44
H 6.240077 6.220177 -3.646976 0.8 -0.9 -0.1 0.33
H 6.645759 2.083238 -4.445892 0.1 0.3 1.3 0.13
H 7.963999 3.020241 -3.689900 -1.0 -0.5 0.5 0.39
H 6.812616 2.085819 -2.586991 0.1 0.5 -0.8 0.28
H 0.040122 0.381119 -3.620233 1.2 0.1 0.1 0.26
H 1.065904 -0.486269 -2.463425 0.1 0.8 -0.9 0.23
H 1.487869 1.204628 -2.773959 -0.3 -0.9 -0.9 -0.23
H 5.422322 1.226914 -7.357778 -0.1 -0.1 0.7 0.28
H 6.897756 3.953177 -6.289210 -0.6 0.1 -0.9 0.15
H 6.530356 5.344389 -7.395224 -0.6 -1.0 0.4 0.16
H 6.503668 3.692514 -8.098020 -0.1 0.4 1.1 0.25
H 1.917462 1.840445 -11.139449 0.2 -0.4 -0.4 0.34
C -0.834241 -4.905656 0.270782 0.0 0.0 0.2 -0.86
O -1.045494 -3.686873 0.954104 -0.1 0.0 -0.4 -0.26
C -0.010866 -2.740221 0.737628 -0.4 0.1 0.3 -0.62
C -0.569259 -1.322478 0.742046 0.2 0.0 -0.1 -0.12
O -1.308291 -0.985233 -0.431426 0.0 -0.1 0.0 -0.29
C -2.576799 -1.617667 -0.593657 -0.1 0.1 -0.1 -0.38
C -3.635155 -1.150690 0.394603 0.1 -0.5 0.1 -0.61
O -3.409376 -1.713902 1.678895 0.3 0.3 0.0 -0.24
C -3.779572 -0.845768 2.732571 -0.1 -0.3 0.0 -0.81
H -0.016995 -5.468767 0.734786 0.0 -0.1 -0.2 0.32
H -1.749816 -5.493402 0.334519 0.0 0.1 0.1 0.25
H -0.616723 -4.729633 -0.788336 0.1 0.0 0.0 0.36
H 0.493682 -2.922645 -0.218738 0.0 0.0 0.0 0.41
H 0.716453 -2.854238 1.549628 0.2 0.2 -0.1 0.42
H 0.279480 -0.631154 0.758696 0.0 0.0 -0.1 0.46
H -1.148765 -1.116019 1.640827 -0.1 -0.2 0.0 -0.21
H -2.476909 -2.703314 -0.592822 -0.1 0.0 0.2 0.09
H -2.912750 -1.336969 -1.596330 0.0 0.1 0.0 0.41
H -4.622574 -1.487849 0.056918 0.0 0.2 -0.2 0.43
H -3.629908 -0.055586 0.439466 0.0 0.0 0.0 0.35
H -3.292562 0.129314 2.630832 -0.1 0.1 0.0 0.39
H -3.449931 -1.295110 3.669983 0.0 -0.1 -0.1 0.19
H -4.867008 -0.725467 2.764860 0.0 0.2 0.1 0.33
C 1.168985 0.514575 4.936084 -0.2 0.0 0.1 -0.82
O 0.273845 -0.474490 5.396764 0.4 0.0 0.0 -0.32
C 0.100092 -1.541036 4.475449 -0.2 0.1 0.4 0.08
C -0.133223 -2.854325 5.205788 0.0 -0.2 -0.2 -0.34
O 1.033759 -3.400056 5.815210 -0.1 0.2 0.0 -0.50
C 1.544819 -2.721621 6.960682 0.1 -0.2 0.1 -0.34
C 0.666073 -2.837810 8.196845 0.0 0.5 -0.1 -0.53
O -0.473739 -1.996265 8.087911 -0.1 -0.3 -0.2 -0.30
C -1.620962 -2.544573 8.708053 0.1 0.3 0.0 -0.88
H 0.716113 1.092717 4.121317 0.2 0.0 -0.1 0.30
H 1.389672 1.185840 5.766033 -0.1 0.0 0.0 0.27
H 2.111208 0.067023 4.601831 0.0 0.0 -0.1 0.35
H 0.977681 -1.643884 3.825658 0.0 0.0 0.0 0.34
H -0.773262 -1.304189 3.856631 0.0 -0.2 -0.2 -0.07
H -0.443281 -3.594553 4.461723 0.1 0.0 0.0 0.41
H -0.950457 -2.778175 5.923294 0.0 0.3 0.0 0.09
H 1.777709 -1.681673 6.729491 -0.2 0.1 0.1 0.08
H 2.496513 -3.211526 7.184392 -0.1 -0.1 0.0 0.42
H 1.232120 -2.511433 9.077681 0.2 -0.2 0.0 0.43
H 0.370025 -3.884009 8.332511 0.0 0.0 0.0 0.33
H -1.828213 -3.552241 8.335016 0.0 -0.1 0.1 0.36
H -2.472604 -1.909256 8.463033 0.1 0.0 0.0 0.33
H -1.496736 -2.559744 9.795271 -0.1 -0.2 0.0 0.34
C -3.642471 -8.050842 12.011001 0.0 0.1 0.2 -0.79
O -3.847073 -6.839658 12.707917 -0.1 0.0 -0.4 -0.27
C -2.816811 -5.888423 12.486019 -0.3 0.0 0.3 -0.57
C -3.371748 -4.472539 12.512682 0.2 0.1 -0.1 -0.34
O -4.125963 -4.116679 11.355602 0.0 -0.1 0.1 -0.42
C -5.398835 -4.740364 11.200228 -0.1 0.1 -0.1 -0.34
C -6.443962 -4.283785 12.207027 0.1 -0.4 0.1 -0.59
O -6.207438 -4.866643 13.481262 0.2 0.3 0.1 -0.28
C -6.562748 -4.012219 14.549417 -0.1 -0.3 0.0 -0.80
H -2.817612 -8.616566 12.458880 0.0 -0.1 -0.2 0.32
H -4.555913 -8.641362 12.081536 0.0 0.1 0.1 0.24
H -3.439587 -7.864764 10.950864 0.1 0.0 0.0 0.35
H -2.325904 -6.062487 11.521382 0.0 0.0 0.0 0.35
H -2.077577 -6.006558 13.286582 0.2 0.2 -0.1 0.40
H -2.520872 -3.784608 12.523962 0.0 0.0 -0.1 0.45
H -3.937234 -4.276833 13.423681 -0.1 -0.2 0.0 0.08
H -5.303962 -5.826507 11.183838 -0.1 0.0 0.2 0.14
H -5.745170 -4.443271 10.206256 0.0 0.1 0.1 0.41
H -7.436495 -4.611846 11.875297 0.0 0.2 -0.2 0.40
H -6.433334 -3.189741 12.267705 0.0 0.0 0.0 0.35
H -6.072552 -3.038100 14.456068 -0.1 0.1 0.0 0.36
H -6.225657 -4.475919 15.477044 0.0 -0.1 -0.1 0.23
H -7.649511 -3.887543 14.594405 0.0 0.2 0.1 0.33
```
Forces are in eV/Å.

***

(4)
The molecule CH6N4 in a non-equilibrium geometry. Source: OMol25; level of theory: the ωB97M-V functional and the def2-TZVPD basis.

DFT total energy   -260.627056 Eh
ΔE to the lowest compared entry with this formula, charge and spin   196.3 kJ/mol
SMILES   N/N=C/NN
Gap between HOMO and LUMO   9.61 eV
Maximum force   0.0596 hartree/bohr

The geometry in XYZ format:
```
11
Properties=species:S:1:pos:R:3:forces:R:3:mulliken_charge:R:1
N 0.684182 -2.099725 -0.100490 0.3 2.2 1.7 -0.51
N 0.652023 -0.605188 -0.176356 -1.5 -0.3 -0.1 -0.37
C -0.411787 -0.087523 0.360917 -0.9 -1.0 0.6 0.06
N -0.828835 1.195864 0.053456 2.2 -1.9 -0.8 0.02
N 0.095125 1.924874 -0.700053 0.1 0.6 0.0 -0.66
H -0.108717 -2.285379 0.522025 -0.1 -0.6 -0.3 0.26
H 1.471430 -2.221728 0.552877 0.0 -0.4 -0.6 0.26
H -1.051884 -0.681422 1.125248 0.7 1.0 -1.4 0.21
H -1.585122 1.726349 0.344116 -1.5 0.3 1.2 0.16
H 0.955880 1.567308 -0.338413 1.1 0.4 0.2 0.32
H 0.127705 1.566569 -1.643326 -0.4 -0.2 -0.5 0.26
```
Forces are in eV/Å.

***

(5)
The molecule C4H7FO in a non-equilibrium geometry. Source: OMol25; level of theory: the ωB97M-V functional and the def2-TZVPD basis.

DFT total energy   -331.647842 Eh
ΔE to the lowest compared entry with this formula, charge and spin   161.5 kJ/mol
SMILES   C=C(CO)CF
Gap between HOMO and LUMO   10.62 eV
Maximum force   0.0655 hartree/bohr

The geometry in XYZ format:
```
13
Properties=species:S:1:pos:R:3:forces:R:3:mulliken_charge:R:1
C 0.617428 1.522547 -0.187784 -0.1 2.4 -0.6 -0.80
C 0.248106 0.310786 0.137251 -0.3 -0.4 -0.9 0.61
C -1.227711 0.053354 0.223806 1.6 0.9 -1.3 -0.86
O -1.517244 -1.164553 -0.304428 -0.8 -2.1 -2.5 -0.56
C 1.075979 -0.924322 0.280966 -1.7 -1.1 -0.2 -0.20
F 2.332113 -0.778576 -0.242788 0.3 0.0 0.5 -0.29
H 1.669155 1.883834 -0.220793 -1.0 -0.3 -0.2 0.29
H -0.260097 2.242641 -0.448107 2.0 -0.9 0.6 0.18
H -1.763817 0.806961 -0.300940 -0.4 1.1 -0.4 0.41
H -1.483354 0.147701 1.212472 -1.1 -0.5 2.6 0.38
H -1.231626 -1.117022 -1.271072 -0.7 -0.3 1.9 0.35
H 0.529216 -1.811655 -0.229218 1.2 1.5 0.7 0.24
H 1.011849 -1.171699 1.350630 1.0 -0.2 0.0 0.25
```
Forces are in eV/Å.

***

(6)
A cluster of 2 separate species, C4H7IN2S in total in a non-equilibrium geometry. Source: OMol25; level of theory: the ωB97M-V functional and the def2-TZVPD basis.

DFT total energy   -961.863500 Eh
ΔE to the lowest compared entry with this formula, charge and spin   260.0 kJ/mol
SMILES   [S-][N+]#CI.C/C=N/C
Gap between HOMO and LUMO (alpha / beta)   7.50 / 7.50 eV
Maximum force   0.0854 hartree/bohr

The geometry in XYZ format:
```
15
Properties=species:S:1:pos:R:3:forces:R:3:mulliken_charge:R:1
S 0.524081 2.698391 -0.568907 -1.4 2.4 -0.8 -0.16
N 1.416273 1.564184 -0.105101 1.6 -3.8 1.1 -0.01
C 1.789557 0.487799 0.250006 0.8 1.4 -0.5 -0.08
I 3.363606 -0.776925 0.367692 -0.2 0.3 0.0 0.23
C -0.780494 -0.386972 -1.793668 2.5 -2.4 2.2 -1.39
C -0.571303 -0.634724 -0.334871 -0.3 0.1 -1.9 0.13
N -1.109988 0.121271 0.495686 -0.7 -0.6 -0.4 -0.40
C -0.685077 -0.129882 1.808731 0.8 2.5 1.7 -0.62
H -1.281304 -1.199545 -2.169741 -1.1 -2.1 -1.3 0.43
H 0.195311 -0.355560 -2.188497 1.4 -0.4 -1.0 0.32
H -1.195137 0.445322 -2.139871 -2.2 3.8 -0.4 0.41
H 0.114135 -1.499623 -0.097955 -0.5 0.7 0.1 0.38
H -1.360132 -0.700964 2.389976 -0.7 -1.0 0.4 0.33
H 0.353712 -0.527203 1.806735 -0.6 0.1 0.6 0.19
H -0.773246 0.894429 2.279779 0.8 -1.0 0.1 0.24
```
Forces are in eV/Å.